Entry 1:
A structure of composition C26H37Cl57InS at a distorted geometry. Source: the Open Molecules 2025 dataset; level of theory: ωB97M-V/def2-TZVPD.

XYZ file:
```
122
C26H37Cl57InS | the Open Molecules 2025 dataset | ωB97M-V/def2-TZVPD
C -2.9222 -1.9178 -0.1135
C -4.0873 -1.0148 -0.5334
C -3.8051 0.0476 -1.6377
C -4.6804 -0.3019 -2.8716
In -1.6535 0.4093 -2.1717
C -1.3071 2.5950 -2.6793
C -1.3046 2.8695 -4.1795
C -0.1727 2.1535 -4.9528
S 1.2387 1.7673 -3.8674
H -2.3329 -1.4574 0.6738
H -2.3049 -2.2449 -0.9446
H -3.3487 -2.8257 0.3345
H -4.8918 -1.6778 -0.8578
H -4.4707 -0.5005 0.3477
H -4.1876 1.0042 -1.2720
H -4.2382 0.0498 -3.8043
H -5.6861 0.1045 -2.7156
H -4.8045 -1.3803 -2.9615
H -1.3489 -0.4855 -3.7201
H -0.5394 -0.1758 -0.9070
H -2.0860 3.2213 -2.2295
H -0.3704 2.9116 -2.2205
H -1.2199 3.9397 -4.4098
H -2.2423 2.5435 -4.6301
H 0.1756 2.7882 -5.7632
H -0.5624 1.2289 -5.3678
H 2.0190 0.9953 -4.6438
C 4.5919 -0.7653 -1.8949
Cl 3.2721 0.3572 -2.2098
Cl 4.0365 -2.1284 -0.9203
Cl 5.3337 -1.3310 -3.4052
H 5.3520 -0.2443 -1.3330
C -0.7172 5.5611 0.1668
Cl -2.4334 5.9473 -0.0179
Cl -0.4995 3.8760 0.6219
Cl 0.1622 5.9360 -1.3175
H -0.3195 6.1804 0.9571
C 0.4270 -0.6068 -8.2656
Cl -0.9946 -1.4625 -7.6712
Cl -0.0181 0.9619 -8.9405
Cl 1.6128 -0.3902 -6.9772
H 0.8808 -1.2003 -9.0475
C -4.6267 1.7025 3.2908
Cl -3.0321 2.1330 2.6725
Cl -5.5494 0.8374 2.0629
Cl -4.4907 0.7402 4.7694
H -5.1538 2.6158 3.5322
C -6.4557 3.7198 -1.8754
Cl -4.8280 4.0862 -2.4464
Cl -7.3827 2.8751 -3.1206
Cl -6.3894 2.7691 -0.3909
H -6.9586 4.6525 -1.6588
C 4.1763 0.5730 2.5069
Cl 2.5369 1.0348 2.0583
Cl 4.2537 -1.1557 2.8602
Cl 5.3300 1.0197 1.2487
H 4.4498 1.1054 3.4088
C 1.5374 -0.6455 5.2799
Cl -0.2138 -0.4707 5.2070
Cl 2.2818 0.7628 6.0609
Cl 1.9886 -2.1278 6.1246
H 1.9152 -0.7047 4.2669
C -0.5012 9.5281 -0.0100
Cl 0.4716 8.6974 1.2061
Cl -1.8591 10.3672 0.7429
Cl 0.4916 10.6514 -0.9415
H -0.8968 8.7817 -0.6884
C -7.1671 -4.1331 -2.2044
Cl -6.7918 -5.6623 -1.4012
Cl -7.2861 -2.8160 -1.0363
Cl -5.9541 -3.7614 -3.4285
H -8.1251 -4.2398 -2.6948
C 1.1153 4.2245 5.6845
Cl 0.3425 4.8215 7.1586
Cl -0.0740 3.9759 4.4138
Cl 2.3757 5.3470 5.1552
H 1.5793 3.2722 5.9073
C 8.1469 -1.9768 0.7026
Cl 7.6612 -1.3157 -0.8622
Cl 8.9738 -0.7597 1.6795
Cl 6.7349 -2.6055 1.5502
H 8.8306 -2.7960 0.5256
C -4.7812 -9.2828 -2.9727
Cl -6.2699 -10.0435 -2.3957
Cl -5.1308 -7.7437 -3.7547
Cl -3.6484 -9.0601 -1.6401
H -4.3281 -9.9406 -3.7018
C -3.9336 -8.3267 2.5277
Cl -5.1953 -7.6569 1.4902
Cl -3.2893 -9.8267 1.8512
Cl -2.6505 -7.1456 2.7863
H -4.3768 -8.5589 3.4872
C 2.1816 4.6512 -8.3854
Cl 0.4820 5.0755 -8.6129
Cl 2.3495 2.9383 -8.0238
Cl 3.1308 5.0945 -9.8116
H 2.5587 5.2154 -7.5429
C 10.2381 -5.6772 -0.0376
Cl 8.4934 -5.4226 -0.0752
Cl 11.0672 -4.2425 0.5776
Cl 10.6432 -7.0948 0.9332
H 10.5776 -5.8536 -1.0495
C 4.8050 -6.1562 2.1973
Cl 4.8086 -4.5975 3.0248
Cl 3.2160 -6.9157 2.3038
Cl 5.2931 -5.9680 0.5129
H 5.5218 -6.7999 2.6890
C 0.3148 8.5738 7.4435
Cl -0.4167 9.2100 8.9211
Cl -0.9019 8.3370 6.1921
Cl 1.6020 9.6402 6.8746
H 0.7522 7.6104 7.6711
C 9.4531 0.4595 5.8182
Cl 8.7467 1.5809 6.9847
Cl 8.3193 -0.8342 5.4282
Cl 9.9540 1.3127 4.3562
H 10.3316 0.0161 6.2671
C -6.1141 -4.6881 3.7166
Cl -6.8113 -4.1466 2.1948
Cl -5.2107 -3.3858 4.4919
Cl -7.3653 -5.3160 4.8001
H -5.4255 -5.4927 3.4992
```

Output
**Charge**: -1
**Frontier orbital gap**: 0.2032 hartree
**Molecular weight**: 2517.288 g mol⁻¹
**Max |F|**: 1.072 eV/A



Entry 2:
A structure of composition C26H38BaN4O3PS4. Source: the Open Molecules 2025 dataset; level of theory: ωB97M-V/def2-TZVPD.

XYZ file:
```
77
C26H38BaN4O3PS4 | the Open Molecules 2025 dataset | ωB97M-V/def2-TZVPD
Ba 0.0762 -0.1972 -0.3479
C 4.2182 1.9304 0.9287
C 3.3759 0.9289 0.1708
N 2.4413 0.2115 0.8545
N 2.5925 0.2707 2.2068
C 1.7391 -0.3290 2.9721
S 0.2292 -1.1212 2.6338
S 2.1751 -0.2845 4.7217
C 3.9842 -0.4099 4.6309
C 4.4545 -1.7819 4.2588
C 4.7390 -2.7238 5.2452
C 5.1433 -4.0089 4.9134
C 5.2688 -4.3717 3.5794
C 4.9951 -3.4378 2.5895
C 4.5954 -2.1510 2.9227
C 3.6857 0.7267 -1.2260
C 4.8386 1.3641 -1.7673
C 5.2828 1.1962 -3.0726
C 4.5944 0.3513 -3.9314
C 3.4533 -0.2928 -3.4547
C 2.9540 -0.1239 -2.1551
O 1.8249 -0.7016 -1.8447
H 3.7270 2.1898 1.8627
H 4.3698 2.8396 0.3422
H 5.2126 1.5359 1.1825
H 4.3412 -0.1477 5.6277
H 4.3296 0.3349 3.9171
H 4.6244 -2.4454 6.2879
H 5.3540 -4.7288 5.6962
H 5.5762 -5.3765 3.3134
H 5.0844 -3.7089 1.5448
H 4.3725 -1.4295 2.1448
H 5.4339 1.9987 -1.1269
H 6.1762 1.7159 -3.4034
H 4.9287 0.1956 -4.9520
H 2.8724 -0.9443 -4.1007
C -4.3103 3.5161 -4.5784
C -3.7102 3.8240 -3.2216
O -2.3169 3.5245 -3.2166
P -1.8138 2.2332 -2.3639
S -2.0223 2.5617 -0.4282
S -2.6046 0.5726 -3.0830
O -0.2379 2.3113 -2.6628
C 0.4052 1.7135 -3.8073
C 0.1160 2.4760 -5.0829
H -5.3767 3.7596 -4.5826
H -4.1853 2.4566 -4.8034
H -3.8159 4.1010 -5.3568
H -4.2157 3.2645 -2.4305
H -3.7995 4.8855 -2.9832
H 0.0851 0.6742 -3.8875
H 1.4651 1.7209 -3.5624
H -0.9394 2.4040 -5.3494
H 0.7142 2.0530 -5.8931
H 0.3760 3.5298 -4.9688
C -6.1834 -1.8116 2.9751
C -5.8159 -2.3668 1.6002
N -4.9195 -1.5256 0.8359
C -5.4890 -0.3458 0.1963
C -5.2520 0.9544 0.9604
C -3.5610 -1.7673 0.7563
C -3.0244 -2.9504 1.5197
N -2.7232 -1.0655 0.0895
H -6.8056 -2.5250 3.5221
H -6.7401 -0.8773 2.8862
H -5.2843 -1.6132 3.5606
H -6.7275 -2.5106 1.0117
H -5.3685 -3.3528 1.7115
H -6.5611 -0.5284 0.0912
H -5.0894 -0.2567 -0.8181
H -5.6979 0.9113 1.9563
H -5.6884 1.7943 0.4160
H -4.1889 1.1599 1.0655
H -3.3357 -3.8912 1.0580
H -3.3592 -2.9509 2.5582
H -1.9390 -2.8889 1.5119
H -3.1234 -0.2477 -0.3669
```

Output
**Expectation value of S²**: 0.787
**Charge**: -2
**2S+1**: 2
**Frontier orbital gap (spin up / spin down)**: 0.0967 / 0.1837 hartree
**Molecular weight**: 751.185 g mol⁻¹
**Max |F|**: 0.671 eV/A
**Energy relative to the best compared isomer or geometry (same formula, charge and spin)**: 0.0 kJ/mol



Entry 3:
A structure of composition C26H38F25NO8Si2. Source: the Open Molecules 2025 dataset; level of theory: ωB97M-V/def2-TZVPD.

XYZ file:
```
100
C26H38F25NO8Si2 | the Open Molecules 2025 dataset | ωB97M-V/def2-TZVPD
C -4.8621 1.7605 2.5347
C -4.4070 2.1105 1.1476
O -5.0749 2.6385 0.3080
O -3.1113 1.7392 0.9369
C -2.3515 2.5013 -0.0170
C -1.4741 1.5722 -0.8559
Si -0.5847 0.2690 0.1600
O -0.7727 -1.2428 -0.4787
Si -0.9997 -2.6400 0.3891
C -2.5955 -2.5501 1.3541
C -2.7389 -3.6479 2.4014
F -4.0360 -4.1521 2.3981
O 0.3014 -2.9742 1.3396
C 0.3780 -2.4856 2.6884
C 1.7389 -1.8112 2.9564
N 1.6682 -0.3808 3.2046
C 1.0310 0.0100 4.4620
C 0.0614 1.1883 4.2950
C 0.1604 2.1983 5.4291
O -1.2748 0.6470 4.2352
H -4.5047 2.5236 3.2286
H -4.4465 0.8007 2.8432
H -5.9483 1.7149 2.5546
H -1.7383 3.2104 0.5477
H -3.0355 3.0674 -0.6479
H -2.0591 1.1220 -1.6618
H -0.7013 2.1989 -1.3158
H 0.8684 0.5626 0.1925
H -1.0512 0.2607 1.5579
H -1.1046 -3.7207 -0.6021
H -2.7966 -1.5681 1.7917
H -3.3759 -2.7174 0.6002
H -2.0601 -4.4892 2.2302
H -2.5419 -3.2614 3.4035
H 0.2017 -3.3260 3.3670
H -0.4104 -1.7444 2.8797
H 2.2160 -2.2848 3.8182
H 2.3706 -1.9831 2.0819
H 1.2400 0.0913 2.4218
H 1.8022 0.2722 5.1948
H 0.4320 -0.8084 4.8822
H 0.2632 1.6982 3.3445
H 0.2423 1.6805 6.3881
H 1.0335 2.8401 5.2970
H -0.7346 2.8218 5.4544
H -1.7438 1.0533 3.5011
C 4.6614 3.0006 1.2616
C 3.3407 2.9867 2.0382
C 2.5687 4.3026 2.1732
F 3.2661 5.2102 2.8791
F 1.4130 4.0476 2.8369
F 3.5024 2.4306 3.2500
F 2.4995 2.1847 1.3094
O 5.8372 3.0608 2.0391
C 6.4142 4.2417 2.3914
C 6.5077 4.3902 3.9178
F 5.2810 4.3196 4.4708
F 7.0384 5.5983 4.2043
F 5.8023 5.2991 1.8322
F 7.6918 4.2303 1.9363
H 4.7019 2.0260 0.7781
H 4.6466 3.7542 0.4734
H 2.3254 4.7114 1.1891
H 7.1417 3.6030 4.3288
C -4.5934 -2.3238 -2.8663
C -4.8643 -1.9404 -4.3260
C -6.0769 -2.5711 -5.0209
F -5.9401 -3.9092 -5.1011
F -6.1589 -2.0775 -6.2752
F -3.7604 -2.1208 -5.0732
F -5.1430 -0.5994 -4.3001
O -3.6083 -3.3108 -2.6427
C -3.9068 -4.6397 -2.5875
C -3.1387 -5.4347 -3.6545
F -3.4342 -4.9727 -4.8838
F -3.5122 -6.7302 -3.5804
F -5.2270 -4.8710 -2.6525
F -3.4775 -5.1056 -1.3876
H -4.1716 -1.4204 -2.4268
H -5.5213 -2.5406 -2.3356
H -6.9969 -2.3286 -4.4830
H -2.0651 -5.3505 -3.4774
C 2.8559 -0.7267 -3.0960
C 3.4495 0.6812 -2.9800
C 2.5873 1.8618 -3.4403
F 2.3337 1.7919 -4.7587
F 3.2632 3.0102 -3.1965
F 4.6622 0.7429 -3.5571
F 3.6140 0.8926 -1.6328
O 3.2547 -1.5125 -4.1966
C 2.5816 -1.4902 -5.3820
C 3.4878 -1.0379 -6.5374
F 3.9799 0.1915 -6.2881
F 2.7537 -0.9855 -7.6686
F 1.4623 -0.7508 -5.3193
F 2.2098 -2.7614 -5.6670
H 3.2609 -1.2572 -2.2349
H 1.7718 -0.7062 -2.9727
H 1.6455 1.8847 -2.8849
H 4.3098 -1.7442 -6.6641
```

Output
**Frontier orbital gap**: 0.3281 hartree
**Molecular weight**: 1023.711 g mol⁻¹
**Max |F|**: 0.662 eV/A



Entry 4:
A structure of composition C26H38N5O8PPbS at a distorted geometry. Source: the Open Molecules 2025 dataset; level of theory: ωB97M-V/def2-TZVPD.

XYZ file:
```
80
C26H38N5O8PPbS | the Open Molecules 2025 dataset | ωB97M-V/def2-TZVPD
Pb 0.0429 0.5666 1.3162
C -0.0333 -6.6663 1.5063
C 0.7085 -5.4599 1.9827
C 2.0631 -5.2517 1.7599
C 2.6209 -4.0269 2.1201
C 1.8544 -2.9642 2.5669
C 0.4594 -3.1500 2.8227
C -0.0699 -4.3857 2.4691
S 2.4953 -1.3597 2.9598
O 3.9394 -1.6101 3.0719
O 1.7325 -0.9263 4.1012
N 2.1858 -0.3969 1.7539
C 3.2285 -0.2775 0.7336
C 2.8089 0.5361 -0.5297
O 3.6729 0.7626 -1.3787
O 1.5599 0.8060 -0.6462
H -0.8860 -6.9177 2.1280
H 0.6137 -7.4805 1.3852
H -0.5613 -6.4176 0.6087
H 2.7014 -5.9840 1.2642
H 3.6791 -3.7284 1.9413
H -0.1870 -2.4049 3.1951
H -1.1470 -4.5524 2.6650
H 3.5281 -1.2541 0.4020
H 4.1689 0.1782 1.1022
C -0.7371 -0.0644 6.4752
C -1.1051 0.7733 5.2778
C -1.9143 2.0364 5.6224
O 0.1225 1.2630 4.7515
C -1.8421 -0.0908 4.2233
O -2.9794 -0.3806 4.5467
O -1.1941 -0.4220 3.1862
H -0.4663 0.5899 7.3334
H 0.0918 -0.7158 6.2262
H -1.5426 -0.6551 6.8058
H -1.3370 2.5087 6.4582
H -2.8759 1.7429 5.9511
H -2.0058 2.6909 4.7782
H 0.7200 0.5815 4.4190
C -2.1653 1.9340 -4.7206
N -1.0317 2.2447 -3.8930
C -0.7460 1.0873 -3.0277
P -0.9019 3.8168 -3.4374
O -1.9595 4.5190 -2.6783
N -0.7921 4.5264 -4.9709
C -1.2406 5.9153 -5.1161
C 0.1964 4.1354 -5.9360
N 0.5379 3.8062 -2.6700
C 1.7143 3.0153 -3.0303
C 0.5794 4.2188 -1.2450
H -2.9890 1.4798 -4.1206
H -1.8348 1.2510 -5.5519
H -2.6799 2.8677 -5.0434
H -1.5923 0.9091 -2.3791
H 0.1597 1.2047 -2.4033
H -0.5514 0.1632 -3.5783
H -2.0153 6.1167 -4.3918
H -1.6787 6.1259 -6.1069
H -0.4577 6.6514 -4.9884
H 0.3809 3.0808 -5.7894
H 1.1394 4.7309 -5.8275
H -0.1695 4.2440 -6.9210
H 1.8001 2.9206 -4.1113
H 1.6540 2.0299 -2.5935
H 2.6245 3.4851 -2.6523
H -0.1530 4.9841 -1.1372
H 1.6001 4.5911 -0.9814
H 0.3527 3.3859 -0.6277
N -1.9297 -6.0796 -2.0072
C -1.8198 -5.0292 -1.5471
C -1.4209 -3.7781 -0.9833
C -0.1880 -3.2166 -1.3397
C 0.1694 -2.0315 -0.7189
C -0.5960 -1.3833 0.2486
C -1.8143 -1.9689 0.5613
C -2.2500 -3.1567 -0.0372
H 0.5073 -3.6295 -2.1016
H 1.1520 -1.6533 -0.9557
H -2.5171 -1.4318 1.2274
H -3.1874 -3.5750 0.2276
```

Output
**Charge**: -2
**Frontier orbital gap**: 0.2538 hartree
**Molecular weight**: 818.858 g mol⁻¹
**Max |F|**: 2.799 eV/A
**Energy relative to the best compared isomer or geometry (same formula, charge and spin)**: 0.0 kJ/mol



Entry 5:
A structure of composition C26H39AlN2O4SbTe. Source: the Open Molecules 2025 dataset; level of theory: ωB97M-V/def2-TZVPD.

XYZ file:
```
74
C26H39AlN2O4SbTe | the Open Molecules 2025 dataset | ωB97M-V/def2-TZVPD
Al 0.4258 1.2239 -0.2865
C 3.0123 0.2445 2.7591
C 1.8192 0.8792 2.1127
O 1.6437 0.5519 0.8381
C 1.0170 1.8121 2.7982
C 1.2352 2.0947 4.1739
C 0.4423 2.9813 4.8789
C -0.5986 3.6446 4.2395
C -0.8235 3.4139 2.8809
C -0.0474 2.5296 2.1510
O -0.3053 2.3713 0.8541
H 3.4818 -0.4227 2.0383
H 2.7568 -0.3360 3.6518
H 3.7500 0.9912 3.0747
H 2.0376 1.5825 4.6894
H 0.6374 3.1547 5.9309
H -1.2275 4.3387 4.7829
H -1.6207 3.9224 2.3521
O 1.8132 1.0944 -1.6454
N 1.6015 1.6556 -2.7747
N 0.5162 2.3143 -2.7744
O -0.2272 2.3723 -1.7024
C 0.0947 3.0193 -3.9452
C -1.1386 3.6458 -3.9083
C -1.5671 4.3308 -5.0373
C -0.7738 4.3829 -6.1728
C 0.4613 3.7451 -6.1837
C 0.9082 3.0571 -5.0688
H -1.7345 3.5856 -3.0106
H -2.5305 4.8234 -5.0219
H -1.1144 4.9182 -7.0496
H 1.0852 3.7820 -7.0673
H 1.8642 2.5563 -5.0635
C -0.0609 -4.0237 5.1125
C 0.5657 -2.9975 4.2258
C 1.7244 -3.4531 3.4058
C 0.6608 -1.6190 4.7855
Sb -1.1676 -2.0362 1.5366
C -1.8571 -3.9864 0.7613
C -1.9278 -4.9638 1.9313
C -0.7538 -4.4417 -0.1920
C -3.1863 -3.9671 0.0218
C -2.9321 -1.1298 2.5091
C -4.1898 -1.0288 1.6608
C -3.2319 -1.8988 3.7920
C -2.4483 0.2772 2.8574
H 0.5578 -4.1637 6.0159
H -0.1459 -4.9990 4.6302
H -1.0539 -3.7234 5.4552
H 2.5960 -3.6392 4.0562
H 2.0160 -2.7040 2.6692
H 1.5106 -4.3851 2.8765
H 1.4812 -1.5706 5.5219
H -0.2506 -1.3151 5.3044
H 0.8722 -0.8741 4.0157
H -0.9622 -5.0539 2.4338
H -2.2064 -5.9611 1.5659
H -2.6664 -4.6689 2.6788
H 0.2316 -4.4176 0.2813
H -0.7092 -3.8099 -1.0802
H -0.9472 -5.4752 -0.5087
H -4.0246 -3.8144 0.7017
H -3.3420 -4.9351 -0.4749
H -3.2173 -3.1889 -0.7429
H -4.6434 -2.0018 1.4724
H -3.9885 -0.5503 0.7013
H -4.9319 -0.4182 2.1933
H -3.5740 -2.9171 3.5934
H -4.0270 -1.3886 4.3512
H -2.3571 -1.9557 4.4432
H -2.2393 0.8629 1.9599
H -1.5378 0.2722 3.4628
H -3.2226 0.8018 3.4321
Te -1.3212 -0.6827 -0.8347
```

Output
**Charge**: -1
**Frontier orbital gap (spin up / spin down)**: 0.1733 / 0.2383 hartree
**Molecular weight**: 719.950 g mol⁻¹
**Max |F|**: 0.533 eV/A
**Energy relative to the best compared isomer or geometry (same formula, charge and spin)**: 0.0 kJ/mol